This record from the OMol25 dataset describes a 2-piece molecular cluster, C19H17NO2 overall. The level of theory is ωB97M-V with the def2-TZVPD basis set.

The geometry in XYZ format:
```
39
Properties=species:S:1:pos:R:3:nbo_charge:R:1
C 1.801 -4.587 -0.922 -0.525
C 0.292 -4.599 -0.945 -0.523
C -0.095 -3.119 -1.080 0.663
O -1.265 -2.748 -1.156 -0.677
N 1.029 -2.333 -1.113 -0.767
C 2.172 -3.099 -1.008 0.668
O 3.330 -2.695 -0.991 -0.654
H 2.193 -5.029 -0.002 0.217
H 2.218 -5.131 -1.777 0.219
H -0.097 -5.169 -1.796 0.218
H -0.120 -5.018 -0.021 0.217
C 0.571 1.033 1.676 0.081
C 0.024 1.601 2.864 -0.182
C 0.619 1.349 4.130 -0.117
C 0.032 1.824 5.296 -0.224
C -1.152 2.578 5.240 -0.144
C -1.728 2.881 3.998 -0.242
C -1.151 2.412 2.822 -0.073
C 0.158 1.408 0.401 -0.332
C 0.304 0.586 -0.698 0.077
C -0.114 0.924 -2.011 -0.092
C 0.049 0.005 -3.081 -0.093
C -0.400 0.309 -4.358 -0.233
C -1.042 1.536 -4.606 -0.120
C -1.200 2.462 -3.567 -0.246
C -0.727 2.178 -2.296 -0.131
H 1.341 0.267 1.767 0.237
H 1.543 0.770 4.163 0.225
H 0.491 1.611 6.258 0.229
H -1.614 2.942 6.160 0.227
H -2.635 3.482 3.951 0.227
H -1.606 2.634 1.855 0.210
H -0.311 2.388 0.280 0.206
H 0.726 -0.410 -0.567 0.296
H 0.529 -0.949 -2.848 0.280
H -0.247 -0.404 -5.168 0.230
H -1.418 1.767 -5.603 0.223
H -1.687 3.421 -3.747 0.222
H -0.814 2.921 -1.499 0.203
```

Summary:
molecular weight	291.35	g mol⁻¹
orbital gap	4.881	eV
energy above the lowest of the compared OMol25 structures with the same formula, charge and spin	70.0	kcal/mol
energy	-939.37815	a.u.

This record from the OMol25 dataset describes C55H35N6O2PtS as an isolated structure. The level of theory is ωB97M-V with the def2-TZVPD basis set.

The geometry in XYZ format:
```
100
Properties=species:S:1:pos:R:3:mulliken_charge:R:1
Pt 0.129 0.245 -0.095 -1.036
C -3.244 -1.536 -6.719 -0.403
C -2.189 -0.638 -6.813 -0.916
C -1.504 -0.253 -5.669 0.288
C -1.865 -0.764 -4.423 -1.378
C -2.924 -1.664 -4.336 0.004
C -3.609 -2.047 -5.481 -0.856
C -1.133 -0.371 -3.185 1.413
C -1.400 0.872 -2.570 1.125
C -2.160 1.945 -3.162 -1.748
C -1.966 3.056 -2.416 -1.462
C -1.135 2.709 -1.292 0.270
C -0.808 3.514 -0.229 1.507
C -1.040 4.974 -0.365 -0.439
C -0.434 5.678 -1.407 -0.016
C -0.626 7.045 -1.542 -0.909
C -1.433 7.725 -0.642 -0.433
C -2.055 7.031 0.388 -0.926
C -1.859 5.667 0.529 -0.285
C -0.350 3.006 1.034 -0.050
N -0.253 1.654 1.257 0.364
C -0.208 1.414 2.575 -0.117
C -0.300 0.022 3.082 2.184
C -0.522 -0.038 4.565 -0.499
C -1.816 0.092 5.057 0.450
C -2.042 0.130 6.425 -1.108
C -0.975 0.040 7.308 -0.511
C 0.320 -0.074 6.820 -1.062
C 0.547 -0.108 5.451 -0.145
C 0.479 -1.110 2.427 -0.360
C 2.021 -2.816 2.957 -0.706
C 2.674 -2.676 1.798 -1.501
C 2.191 -1.686 0.865 1.132
N 1.212 -0.913 1.200 0.225
C 2.814 -1.602 -0.494 2.071
C 1.913 -1.417 -1.711 0.970
C 1.966 -2.124 -3.010 -1.726
C 0.778 -1.983 -3.602 -1.455
C -0.065 -1.129 -2.757 0.262
N 0.559 -1.001 -1.573 0.653
C 3.995 -2.512 -0.700 -0.864
C 5.288 -2.041 -0.510 0.118
C 6.372 -2.898 -0.650 -1.017
C 6.164 -4.229 -0.982 -0.449
C 4.872 -4.704 -1.173 -1.067
C 3.791 -3.848 -1.033 0.284
C -0.186 2.628 3.257 -1.058
C -0.258 3.629 2.283 -1.334
N -0.832 1.344 -1.438 0.738
H -3.782 -1.836 -7.610 0.393
H -1.900 -0.236 -7.777 0.401
H -0.681 0.451 -5.737 0.479
H -3.201 -2.055 -3.363 0.552
H -4.434 -2.747 -5.407 0.422
H -2.751 1.843 -4.059 0.665
H -2.379 4.038 -2.585 0.614
H 0.192 5.145 -2.115 0.461
H -0.147 7.580 -2.353 0.413
H -1.583 8.792 -0.747 0.401
H -2.705 7.554 1.078 0.397
H -2.374 5.123 1.310 0.596
H -2.648 0.159 4.364 0.498
H -3.052 0.228 6.801 0.433
H -1.151 0.067 8.376 0.425
H 1.156 -0.131 7.506 0.413
H 1.560 -0.180 5.073 0.488
H 2.285 -3.534 3.721 0.552
H 3.515 -3.305 1.567 0.484
H 2.846 -2.618 -3.395 0.732
H 0.487 -2.323 -4.585 0.634
H 5.451 -1.001 -0.246 0.476
H 7.378 -2.526 -0.502 0.435
H 7.008 -4.898 -1.096 0.420
H 4.709 -5.742 -1.436 0.426
H 2.781 -4.218 -1.182 0.518
H -0.173 2.749 4.329 0.670
H -0.311 4.692 2.457 0.785
O -2.570 -1.697 -0.875 -0.588
C -2.229 -1.620 0.286 0.154
N -1.379 -0.670 0.833 0.485
C -1.013 -1.026 2.195 -0.054
O 0.986 -2.072 3.325 -0.304
C -1.939 -2.129 2.564 0.802
C -2.117 -2.831 3.748 -0.209
C -3.030 -3.879 3.742 -1.007
C -3.742 -4.224 2.594 -0.635
C -3.552 -3.527 1.410 -0.399
C -2.644 -2.483 1.421 -1.005
H -1.574 -2.581 4.647 0.592
H -3.192 -4.442 4.653 0.450
H -4.445 -5.047 2.632 0.401
H -4.084 -3.777 0.502 0.571
S 3.141 1.503 -3.902 -0.121
C 2.784 2.440 -2.644 -0.683
C 2.241 2.009 -1.335 0.066
N 2.204 0.854 -0.775 0.059
C 2.861 -0.301 -1.296 -1.865
H 2.822 3.526 -2.731 0.331
H 1.747 2.803 -0.775 0.783
H 3.739 -0.143 -1.903 0.766
```

Summary:
molecular weight	1039.07	g mol⁻¹
net charge	+1
orbital gap	4.389	eV
energy above the lowest of the compared OMol25 structures with the same formula, charge and spin	140.6	kcal/mol
energy	-3113.14159	a.u.

This record from the OMol25 dataset describes an isolated ion of composition C15H17N2O3S and charge +1. The level of theory is ωB97M-V with the def2-TZVPD basis set.

The geometry in XYZ format:
```
38
Properties=species:S:1:pos:R:3:nbo_charge:R:1
O -1.436 0.093 -2.101 -0.436
C -1.382 0.216 -0.903 0.545
C -1.383 -1.118 -0.060 -0.335
N -0.177 -1.347 0.809 -0.099
N 0.223 -0.334 1.734 -0.409
C -0.710 0.059 2.473 0.224
S -2.104 0.600 3.004 0.314
C -0.523 -2.576 1.636 0.078
O 0.660 -2.782 2.393 -0.497
C 1.770 -2.385 1.531 -0.093
C 1.082 -1.855 0.173 -0.066
C 1.930 -0.905 -0.743 -0.481
C 1.671 -1.412 -2.300 0.183
C 2.821 -0.892 -3.374 -0.379
O 1.315 -0.368 -3.221 -0.465
C -1.374 1.657 -0.335 -0.173
C -2.636 2.411 -0.448 -0.178
C -2.685 3.757 0.098 -0.211
C -1.553 4.400 0.754 -0.184
C -0.287 3.674 0.843 -0.207
C -0.254 2.332 0.291 -0.212
H -1.415 -1.977 -0.784 0.274
H -2.324 -1.200 0.549 0.257
H -0.544 -3.488 0.965 0.209
H -1.521 -2.604 2.132 0.250
H 2.506 -3.214 1.333 0.225
H 2.452 -1.600 1.965 0.221
H 0.923 -2.798 -0.403 0.246
H 3.004 -1.108 -0.529 0.261
H 1.632 0.168 -0.722 0.265
H 1.252 -2.474 -2.447 0.216
H 3.004 0.124 -3.800 0.333
H 3.478 -0.657 -2.448 0.156
H -3.549 1.995 -0.932 0.239
H -3.625 4.355 0.016 0.239
H -1.584 5.425 1.182 0.241
H 0.641 4.070 1.301 0.240
H 0.704 1.758 0.368 0.208
```

Summary:
SMILES string	O=C(C[N@@+]1(N=C=S)COC[C@@H]1C[C@@H]1CO1)c1ccccc1
molecular weight	305.38	g mol⁻¹
net charge	+1
orbital gap	6.519	eV
energy	-1314.55573	a.u.

This record from the OMol25 dataset describes a 9-piece molecular cluster, C32H54Cl4O14S2 overall. The level of theory is ωB97M-V with the def2-TZVPD basis set.

The geometry in XYZ format:
```
106
Properties=species:S:1:pos:R:3:mulliken_spin:R:1
C -11.881 15.623 16.667 0.020
C -12.199 15.746 18.087 -0.056
C -11.287 14.757 18.804 0.018
S -11.254 13.254 17.763 0.000
O -12.222 12.312 18.170 0.000
O -9.828 12.965 17.612 0.000
C -11.932 14.083 16.342 0.006
H -10.882 16.014 16.474 0.008
H -12.555 16.261 16.095 -0.033
H -13.245 15.551 18.323 -0.003
H -12.024 16.801 18.298 0.036
H -11.571 14.354 19.776 -0.014
H -10.310 15.232 18.892 -0.008
H -12.993 13.852 16.245 0.000
H -11.333 13.661 15.535 0.002
C -11.861 18.699 26.128 -0.170
C -13.387 19.056 26.303 0.345
C -14.129 17.709 26.226 0.196
S -12.982 16.360 25.423 -0.496
O -13.601 16.020 24.171 0.026
O -12.576 15.308 26.379 0.036
C -11.671 17.584 25.126 0.338
H -11.417 18.408 27.080 -0.002
H -11.192 19.510 25.840 -0.116
H -13.525 19.695 25.430 0.135
H -13.741 19.621 27.165 -0.102
H -14.868 17.830 25.433 -0.079
H -14.599 17.409 27.162 0.006
H -11.840 17.983 24.126 -0.012
H -10.768 16.976 25.056 0.021
O -11.422 19.011 20.728 0.114
C -12.669 18.822 20.793 -1.499
O -13.186 17.682 20.260 0.083
C -14.558 17.616 20.319 0.877
C -14.865 18.548 21.423 -0.309
C -13.753 19.698 21.354 -0.119
H -15.037 16.649 20.476 0.009
H -14.917 18.125 19.424 -0.142
H -14.676 18.083 22.391 0.374
H -15.877 18.947 21.488 -0.112
H -13.579 20.212 22.299 0.495
H -14.203 20.419 20.671 0.811
O -19.689 15.664 17.751 -0.004
C -19.439 16.536 18.547 0.021
O -19.877 17.835 18.438 -0.063
C -19.436 18.660 19.552 0.217
C -18.187 17.906 19.947 -0.035
C -18.606 16.447 19.770 0.015
H -20.080 18.833 20.414 0.036
H -19.216 19.658 19.172 -0.103
H -17.738 18.295 20.861 0.043
H -17.431 18.194 19.216 -0.050
H -19.027 16.133 20.725 -0.008
H -17.745 15.825 19.524 0.000
O -12.435 25.735 18.381 0.006
C -12.711 24.646 17.911 0.020
O -13.698 23.847 18.413 -0.211
C -14.001 22.753 17.614 0.436
C -12.639 22.375 17.088 0.101
C -12.004 23.770 16.768 0.024
H -14.671 23.017 16.795 -0.020
H -14.420 21.948 18.218 -0.090
H -12.609 21.750 16.195 -0.036
H -12.123 21.844 17.888 -0.012
H -12.381 24.267 15.873 -0.015
H -10.916 23.778 16.699 -0.002
O -14.720 13.921 20.443 0.003
C -14.300 13.317 21.444 -0.016
O -15.083 12.521 22.208 -0.001
C -14.325 11.801 23.156 0.009
C -13.159 12.726 23.474 -0.035
C -13.027 13.410 22.138 0.040
H -14.051 10.805 22.808 0.003
H -14.770 11.686 24.144 0.001
H -12.224 12.196 23.656 0.004
H -13.308 13.481 24.245 0.009
H -12.088 13.248 21.609 0.001
H -12.992 14.486 22.306 0.000
O -20.115 16.955 23.231 -0.030
C -19.134 16.240 23.325 0.106
O -17.868 16.618 23.111 -0.116
C -16.966 15.532 23.186 0.071
C -17.787 14.366 22.921 0.020
C -19.176 14.689 23.410 0.029
H -16.404 15.494 24.120 0.005
H -16.338 15.672 22.306 0.018
H -17.338 13.525 23.448 0.001
H -17.664 14.234 21.846 -0.001
H -19.400 14.454 24.450 -0.011
H -19.828 14.366 22.599 -0.008
Cl -9.388 19.170 16.379 -0.001
C -8.152 19.197 17.531 0.011
C -8.499 19.811 18.930 -0.018
Cl -9.123 21.523 18.762 -0.003
H -7.329 19.725 17.050 0.001
H -7.811 18.173 17.684 -0.001
H -7.588 19.949 19.511 0.000
H -9.232 19.261 19.520 0.015
Cl -10.735 24.977 22.936 -0.005
C -11.763 23.866 21.905 0.082
C -11.504 22.540 22.614 -0.342
Cl -9.800 21.895 22.600 -0.018
H -11.314 24.123 20.946 -0.003
H -12.807 24.163 21.800 -0.036
H -12.037 21.655 22.266 0.353
H -11.719 22.606 23.680 -0.089
```

Summary:
expectation value of S²	0.751
molecular weight	868.72	g mol⁻¹
net charge	-1
orbital gap (alpha / beta)	2.013 / 10.070	eV
2S+1	2
energy	-4942.10936	a.u.